1.
Entry from the Open Molecules 2025 dataset: a structure of composition C5H11N2O4PbS2 in a non-equilibrium geometry (ωB97M-V with the def2-TZVPD basis set).

Last column: Mulliken charge in e.
Atoms and positions in Å:
1 O 3.296 1.519 -1.615  -0.70
2 S 2.955 0.654 -0.489  1.27
3 H 1.826 -2.799 -0.299  0.28
4 C 2.423 -1.909 -0.151  -0.54
5 C 2.285 -0.864 -0.966  -0.31
6 C -2.163 -1.140 0.116  -0.58
7 C -2.194 0.397 0.060  -0.60
8 Pb 2.385 3.577 -0.004  1.10
9 H 3.126 -1.901 0.673  0.30
10 C -0.874 0.955 -0.496  -0.56
11 O 0.015 2.680 1.263  -0.77
12 H -2.352 0.774 1.072  0.31
13 O 3.948 0.521 0.529  -0.60
14 H -1.276 -1.430 0.681  0.32
15 O 0.279 0.254 1.770  -0.56
16 S 0.258 1.311 0.818  1.33
17 H -1.029 1.925 -0.971  0.34
18 H -0.413 0.302 -1.237  0.34
19 N -3.320 -1.769 0.723  -0.63
20 H -3.498 -1.377 1.642  0.25
21 H -2.064 -1.516 -0.905  0.36
22 H 1.826 -0.889 -1.945  0.48
23 H -3.005 0.739 -0.582  0.38
24 N 1.720 1.565 0.135  -0.46
25 H -4.155 -1.579 0.178  0.27

Its total charge is +1. The lowest unoccupied orbital energy comes out at -5.91 eV. As for the total energy: -1596.4862 Eh. The calculation puts the gap between HOMO and LUMO at 0.225 Eh.

=====

2.
Entry from the Open Molecules 2025 dataset: an isolated molecule of C5H11N2PS in a non-equilibrium geometry (ωB97M-V with the def2-TZVPD basis set).

Last column: Mulliken charge in e.
Atoms and positions in Å:
1 N -0.746 0.939 0.114  0.13
2 S -2.455 -1.733 0.082  -0.29
3 H 0.497 2.335 -0.593  0.35
4 N 3.498 0.067 -0.371  -0.46
5 H 1.700 -2.214 -1.106  0.26
6 H -3.250 -1.076 -0.891  0.12
7 H -2.460 2.188 0.302  0.33
8 C 0.475 1.672 0.172  -0.84
9 H -2.720 0.975 -0.947  0.20
10 H -0.109 -2.383 1.221  0.41
11 C 1.797 -1.810 0.024  -0.39
12 H 1.436 1.125 0.218  0.17
13 C -1.963 1.602 -0.476  -0.90
14 H 0.582 -0.826 1.527  0.57
15 C 2.713 -0.740 -0.138  0.33
16 H 2.403 -2.727 0.542  0.30
17 C 0.498 -1.436 0.733  -0.93
18 H -1.759 2.443 -1.073  0.33
19 H 0.457 2.266 1.238  0.23
20 P -0.594 -0.669 -0.575  0.07

Its total charge is 0. As for the SMILES: CN(C)P(S)CCC#N. The lowest unoccupied orbital energy comes out at 0.45 eV. As for the total energy: -1046.0797 Eh. The calculation puts the gap between HOMO and LUMO at 0.315 Eh. The calculation puts the energy above the lowest of the compared OMol25 structures with the same formula, charge and spin at 36.44 kcal/mol.

=====

3.
Entry from the Open Molecules 2025 dataset: a structure of composition C5H11N3 (ωB97M-V with the def2-TZVPD basis set).

Last column: Mulliken charge in e.
Atoms and positions in Å:
1 N 0.413 1.685 1.577  -0.81
2 C -1.078 -0.357 1.403  -0.98
3 H 1.211 -0.608 -1.878  0.39
4 H 2.262 -0.032 1.624  0.27
5 C 0.267 0.265 1.307  1.35
6 C 0.022 0.021 -0.227  0.56
7 H -2.372 1.084 -2.162  0.32
8 H -0.347 2.178 1.120  0.27
9 H -0.713 0.903 -2.735  0.33
10 H 1.357 -1.419 1.828  0.28
11 H 0.320 1.829 2.577  0.27
12 N 1.376 -0.415 1.932  -0.65
13 H -0.986 -1.455 1.303  0.26
14 C 0.747 -1.050 -0.993  -1.45
15 H -1.630 -0.534 -2.255  0.28
16 C -1.451 0.521 -2.020  -0.90
17 H 1.518 -1.525 -0.392  0.33
18 N -0.975 0.731 -0.663  -0.47
19 H 0.060 -1.824 -1.344  0.35

Its total charge is 0. The lowest unoccupied orbital energy comes out at 0.15 eV. As for the total energy: -361.2202 Eh. The calculation puts the gap between HOMO and LUMO at 0.303 Eh. The calculation puts the energy above the lowest of the compared OMol25 structures with the same formula, charge and spin at 106.17 kcal/mol.

=====

4.
Entry from the Open Molecules 2025 dataset: a cluster of 2 separate species, C5H11N3 in total in a non-equilibrium geometry (ωB97M-V with the def2-TZVPD basis set).

Last column: Mulliken charge in e.
Atoms and positions in Å:
1 H -0.132 -0.523 -1.303  0.27
2 C -0.422 -2.739 0.864  -0.90
3 H 2.960 1.614 -0.483  0.28
4 H -0.897 2.420 1.482  0.25
5 H -2.160 1.868 0.409  0.17
6 C -0.223 -1.473 1.529  0.45
7 H -1.812 0.071 -0.982  0.37
8 N 0.032 -0.545 2.152  -0.38
9 H 2.148 0.030 -0.512  0.23
10 H 1.852 1.195 -1.816  0.28
11 N 0.980 1.687 0.044  -0.64
12 H -0.746 0.882 -2.136  0.37
13 H 0.399 -2.927 0.168  0.27
14 C -0.227 1.351 -0.098  0.85
15 H -0.446 -3.536 1.615  0.33
16 H -1.367 -2.721 0.313  0.27
17 C -0.777 0.344 -1.182  -1.28
18 C 2.032 1.099 -0.736  -0.78
19 N -1.194 1.903 0.673  -0.38

Its total charge is 0. As for the SMILES: C/N=C(\C)N.CC#N. The lowest unoccupied orbital energy comes out at 0.70 eV. As for the total energy: -361.3548 Eh. The calculation puts the gap between HOMO and LUMO at 0.331 Eh. The calculation puts the energy above the lowest of the compared OMol25 structures with the same formula, charge and spin at 21.68 kcal/mol.

=====

5.
Entry from the Open Molecules 2025 dataset: an isolated molecule of C5H11N3 in a non-equilibrium geometry (ωB97M-V with the def2-TZVPD basis set).

Last column: Mulliken charge in e.
Atoms and positions in Å:
1 H -3.256 0.837 -0.085  0.24
2 H -0.164 1.671 -0.976  0.37
3 H 0.974 -1.741 1.092  0.37
4 C -0.461 0.422 0.690  -0.23
5 N 0.866 -1.614 0.062  -0.47
6 C -0.322 -0.810 -0.114  -0.12
7 C 1.888 -0.577 -0.358  -0.51
8 N -2.667 0.086 -0.516  -0.62
9 H 2.924 -0.801 0.063  0.35
10 H -0.537 -0.580 -1.167  0.32
11 H 2.006 -0.697 -1.434  0.30
12 N 0.196 1.493 0.026  -0.49
13 H -0.172 0.502 1.818  0.27
14 H -3.283 -0.633 -0.885  0.22
15 H 2.164 1.598 -0.716  0.43
16 C 1.612 0.977 -0.044  -0.63
17 C -1.678 -0.440 0.375  -0.43
18 H 2.070 1.207 0.970  0.28
19 H -2.159 -0.900 1.199  0.36

Its total charge is 0. As for the SMILES: NC1[C@@H]2NCCN[C@@H]12. The lowest unoccupied orbital energy comes out at 1.09 eV. As for the total energy: -361.2456 Eh. The calculation puts the gap between HOMO and LUMO at 0.319 Eh. The calculation puts the energy above the lowest of the compared OMol25 structures with the same formula, charge and spin at 90.24 kcal/mol.

=====

6.
Entry from the Open Molecules 2025 dataset: a structure of composition C5H11N3 in a non-equilibrium geometry (ωB97M-V with the def2-TZVPD basis set).

Last column: Mulliken charge in e.
Atoms and positions in Å:
1 N 1.877 0.743 -0.332  -0.76
2 H -1.611 -0.867 1.429  0.48
3 C -0.296 -0.265 -1.108  -0.29
4 H -1.929 -1.489 -0.469  0.30
5 H 2.954 0.559 -1.060  0.28
6 C -0.811 -0.502 0.815  -0.20
7 C 0.694 -0.626 1.067  -1.14
8 H 1.337 -0.086 1.924  0.48
9 H 2.323 1.136 1.002  0.26
10 N -0.942 1.905 0.369  -0.84
11 H 0.988 -1.761 1.414  0.21
12 H 0.154 1.938 0.323  0.42
13 H 1.780 -1.381 -0.795  0.43
14 C -1.304 0.536 -0.069  -0.34
15 H -1.008 2.397 -0.939  0.33
16 H -0.251 0.004 -2.282  0.32
17 C 1.206 -0.532 -0.267  0.27
18 H -2.186 0.580 -0.656  0.42
19 N -0.861 -1.604 -0.396  -0.64

Its total charge is 0. The lowest unoccupied orbital energy comes out at 0.45 eV. As for the total energy: -361.0296 Eh. The calculation puts the gap between HOMO and LUMO at 0.339 Eh. The calculation puts the energy above the lowest of the compared OMol25 structures with the same formula, charge and spin at 225.77 kcal/mol.

=====

7.
Entry from the Open Molecules 2025 dataset: a cluster of 2 separate species, C5H11N3 in total in a non-equilibrium geometry (ωB97M-V with the def2-TZVPD basis set).

Last column: Mulliken charge in e.
Atoms and positions in Å:
1 H -1.560 1.963 0.745  0.27
2 H 0.361 1.202 -1.210  0.29
3 H 1.945 0.620 -1.765  0.37
4 H 2.319 -2.146 0.758  0.38
5 N -2.285 -0.054 0.492  -0.53
6 C -2.245 1.348 0.142  -0.69
7 C 0.984 0.320 -1.353  -1.44
8 N 2.326 1.187 1.728  -0.49
9 H -0.947 -1.018 -0.087  0.39
10 H -3.245 1.798 0.253  0.32
11 C 1.833 -1.715 -0.104  -1.21
12 C 1.200 -0.408 -0.023  1.42
13 H -2.415 -0.126 1.502  0.22
14 C 1.832 0.487 0.960  -0.11
15 H -0.119 -1.369 1.382  0.26
16 H 0.493 -0.353 -2.057  0.40
17 N -0.123 -0.862 0.508  -0.47
18 H 1.619 -2.337 -0.961  0.34
19 H -1.973 1.464 -0.911  0.26

Its total charge is 0. The lowest unoccupied orbital energy (alpha / beta) comes out at 0.29 / 0.08 eV. As for the total energy: -361.2031 Eh. The calculation puts the gap between HOMO and LUMO (alpha / beta) at 0.337 / 0.289 Eh. The calculation puts the energy above the lowest of the compared OMol25 structures with the same formula, charge and spin at 116.90 kcal/mol.

=====

8.
Entry from the Open Molecules 2025 dataset: an isolated molecule of C5H11N3 in a non-equilibrium geometry (ωB97M-V with the def2-TZVPD basis set).

Last column: Mulliken charge in e.
Atoms and positions in Å:
1 H 1.351 0.672 0.023  0.38
2 C 0.164 2.089 -1.461  -0.26
3 H -0.548 -0.320 2.520  0.25
4 N 1.135 -2.089 1.117  -0.69
5 H -1.831 -0.744 0.259  0.43
6 C -0.765 0.453 1.632  -0.86
7 N -0.490 0.196 -0.895  0.37
8 H 1.134 1.423 -1.787  0.17
9 C 0.865 -0.245 -0.734  -0.91
10 N -0.709 1.431 -0.932  -0.64
11 H 1.618 -0.636 -1.535  0.21
12 C 0.272 -1.312 0.191  0.21
13 H -0.164 -2.199 -0.421  0.28
14 H -1.909 1.020 1.992  0.24
15 H 1.735 -1.454 1.917  0.29
16 C -0.844 -0.379 0.446  -0.29
17 H 0.110 1.258 1.414  0.22
18 H 0.183 3.179 -1.653  0.30
19 H 0.624 -2.600 1.800  0.29

Its total charge is 0. As for the SMILES: C=NN1C[C@@H](N)[C@H]1C. The lowest unoccupied orbital energy comes out at 0.89 eV. As for the total energy: -361.1594 Eh. The calculation puts the gap between HOMO and LUMO at 0.363 Eh. The calculation puts the energy above the lowest of the compared OMol25 structures with the same formula, charge and spin at 144.29 kcal/mol.

=====

9.
Entry from the Open Molecules 2025 dataset: a structure of composition C5H11N3 in a non-equilibrium geometry (ωB97M-V with the def2-TZVPD basis set).

Last column: Mulliken charge in e.
Atoms and positions in Å:
1 N -1.198 -0.056 2.409  -0.81
2 H 0.133 1.992 2.045  0.38
3 H -0.712 0.245 -2.446  0.29
4 H 2.566 0.437 -2.029  0.23
5 H -1.370 -0.945 2.881  0.24
6 H 0.175 2.632 0.384  0.30
7 H -0.534 -2.608 1.006  0.22
8 N 2.133 0.457 -1.095  -0.68
9 C -0.023 0.532 0.518  0.28
10 N -0.841 -1.870 0.385  -0.39
11 C 0.167 -0.385 -2.290  -1.28
12 H 1.587 1.785 1.075  0.28
13 H -0.133 -1.429 -2.184  0.28
14 H 0.776 -0.317 -3.200  0.41
15 C -0.456 -0.639 0.722  0.45
16 H -1.566 -2.032 -0.296  0.22
17 C 0.925 0.085 -1.083  0.66
18 H -2.123 0.304 2.164  0.18
19 C 0.495 1.813 1.034  -1.29

Its total charge is 0. The lowest unoccupied orbital energy comes out at 0.67 eV. As for the total energy: -361.1994 Eh. The calculation puts the gap between HOMO and LUMO at 0.309 Eh. The calculation puts the energy above the lowest of the compared OMol25 structures with the same formula, charge and spin at 119.25 kcal/mol.

=====

10.
Entry from the Open Molecules 2025 dataset: a structure of composition C5H11N3 in a non-equilibrium geometry (ωB97M-V with the def2-TZVPD basis set).

Last column: Mulliken charge in e.
Atoms and positions in Å:
1 C 0.280 0.610 1.272  -1.27
2 H -2.477 -2.027 -1.832  0.31
3 H 1.959 -0.739 0.923  0.35
4 C -0.617 0.526 -1.080  -0.72
5 N 0.965 -1.430 0.433  -0.69
6 C 1.027 1.641 0.380  -0.56
7 N 0.942 0.879 -0.981  -0.28
8 N -1.125 -1.862 -1.229  -0.74
9 H -1.128 -2.952 -0.380  0.30
10 H -2.451 -0.474 0.200  0.28
11 C -0.083 -0.486 0.467  0.47
12 H 0.918 0.423 2.226  0.41
13 C -1.335 -0.621 -0.438  0.27
14 H 1.270 1.440 -1.653  0.25
15 H 2.138 1.659 0.742  0.35
16 H -0.680 1.094 1.794  0.32
17 H 0.959 -1.558 -0.922  0.44
18 H -1.246 1.301 -0.730  0.26
19 H 0.683 2.573 0.809  0.25

Its total charge is 0. The lowest unoccupied orbital energy comes out at 0.26 eV. As for the total energy: -360.9220 Eh. The calculation puts the gap between HOMO and LUMO at 0.269 Eh. The calculation puts the energy above the lowest of the compared OMol25 structures with the same formula, charge and spin at 293.28 kcal/mol.